Density functional theory data (wB97M-V/def2-TZVPD) for a single C5H8O molecule.

Summary:
Highest occupied orbital energy   -9.873 eV
Gap between HOMO and LUMO   10.81 eV
Net charge   0
Energy relative to the best compared isomer or geometry (same formula, charge and spin)   58.5 kcal/mol
SMILES   C#C[C@@H](C)CO
LUMO level   0.9399 eV

```
14
Properties=species:S:1:pos:R:3:forces:R:3
C -0.241 2.530 -0.231 -0.0379 -0.6031 -0.0595
C -0.180 1.346 -0.011 0.0202 0.5341 -0.1439
C 0.163 -0.072 -0.208 0.0232 0.0173 -0.2375
C 1.552 -0.410 0.370 0.0311 -0.0415 -0.0231
C -0.886 -1.145 0.108 0.2867 -0.0834 0.1125
O -2.162 -0.801 -0.370 -0.1683 0.1797 0.1628
H -0.253 3.502 -0.662 -0.1467 0.2117 0.4120
H 0.163 -0.041 -1.304 0.4460 -0.4933 -0.0371
H 1.769 0.181 1.268 -0.1400 -0.1465 -0.2045
H 2.332 -0.199 -0.366 -0.0770 -0.0069 0.1613
H 1.620 -1.470 0.645 -0.0456 0.1712 -0.1337
H -0.577 -2.034 -0.456 -0.0864 0.0942 0.2141
H -0.899 -1.426 1.173 -0.0100 0.2321 -0.0983
H -2.401 0.038 0.044 -0.0953 -0.0657 -0.1254
```
Positions in Å, forces in eV/Å.

These are the natural (NBO) partial charges, in e, on atoms 1 to 6: number 1, C, carries -0.25; number 2, C, carries -0.01; number 3, C, carries -0.33; number 4, C, carries -0.60; number 5, C, carries -0.04; number 6, O, carries -0.71